231
Properties=species:S:1:pos:R:3:forces:R:3 method="wB97M-V/def2-TZVPD" orbital_gap_ev=8.5 e_above_lowest_ev=1.7679 max_force_ha_per_bohr=0.0693
C 18.59133 24.52926 23.76419 0.8 0.0 1.4
C 17.69351 23.26987 23.62576 -0.7 0.8 -1.7
C 16.90502 22.96488 24.89419 -0.1 -1.4 0.1
C 15.84237 23.99123 25.24596 0.4 1.5 1.4
C 14.94264 24.25726 24.03215 -0.1 -3.1 1.8
C 15.56854 24.36757 22.68199 0.8 -0.4 -0.6
N 16.70393 23.32314 22.48380 -1.4 1.0 0.7
O 17.38308 23.71937 21.29284 0.8 0.9 1.0
C 14.47668 24.08335 21.64508 2.1 -0.8 -1.6
C 16.03341 25.81240 22.51732 -1.3 0.1 2.1
C 18.60215 22.06431 23.31867 -0.9 1.0 3.0
H 18.20461 25.56592 23.95684 -0.1 -1.3 -0.5
H 19.36200 24.55335 22.99902 -0.3 0.2 -0.5
H 19.20076 24.31020 24.66647 -0.2 0.2 -0.2
H 16.40546 21.97460 24.72393 0.4 0.6 0.1
H 17.72907 22.78157 25.61896 -1.0 0.3 0.2
H 16.35212 24.90598 25.59854 0.1 0.1 -0.6
H 15.21123 23.83690 26.19409 0.7 -0.7 -1.5
H 14.27486 25.03283 24.26999 -0.7 1.5 -0.1
H 14.28403 23.36960 24.07096 0.0 0.0 -0.5
H 14.22027 23.00634 21.56168 -0.4 0.7 0.7
H 13.69764 24.80172 21.78008 -0.9 0.0 0.1
H 14.93632 24.27157 20.64188 -0.4 0.2 0.5
H 16.36714 26.20769 23.49894 -0.6 0.1 -0.5
H 16.84978 25.90393 21.91500 2.1 0.1 -2.0
H 15.21995 26.40740 22.10210 0.0 0.2 0.2
H 17.99347 21.26082 22.97855 -0.2 -0.8 -0.4
H 19.07199 21.83191 24.29667 -0.1 -0.4 -0.6
H 19.36539 22.37722 22.69961 1.5 0.2 -1.8
H 17.11170 23.13433 20.60451 -0.5 -0.9 -0.6
C 13.49284 13.63054 21.48802 -0.6 -0.3 -0.3
C 13.82626 12.76000 20.20034 0.3 1.2 1.0
C 14.34153 11.38333 20.63942 -0.3 0.3 0.4
C 13.24775 10.39000 20.99367 -2.2 0.3 0.6
C 12.10587 10.34569 19.92587 2.3 1.1 -0.6
C 11.62785 11.76834 19.54853 -0.6 -0.6 0.8
N 12.82172 12.53196 19.18972 -1.3 0.2 -0.4
O 12.30606 13.78390 18.62303 0.5 -0.4 0.8
C 10.75564 11.59690 18.28910 0.5 -0.8 0.9
C 10.76034 12.29631 20.72711 -0.7 -0.9 -1.0
C 14.95320 13.54477 19.53451 -0.5 -0.8 -1.7
H 12.77862 13.14804 22.16582 0.1 0.1 -0.2
H 13.08908 14.62976 21.24440 0.2 -0.4 -0.1
H 14.40984 13.80000 22.07287 -0.2 -0.1 -0.4
H 14.88102 10.99412 19.79757 0.7 -0.3 -0.3
H 14.99147 11.64676 21.48892 0.1 -0.7 -0.3
H 12.68893 10.73258 21.89094 0.7 -0.1 -0.1
H 13.52148 9.35324 21.23897 0.5 0.5 -0.3
H 11.30725 9.73305 20.29919 -0.5 -0.3 -0.1
H 12.52563 9.99403 18.96777 -0.2 -0.6 0.4
H 11.42228 11.38123 17.46334 0.0 0.0 -0.4
H 10.14924 10.70640 18.48618 -0.1 0.1 -0.3
H 10.10613 12.41549 18.06243 -0.2 0.6 -0.1
H 9.83831 11.68932 20.60548 0.1 0.7 0.1
H 11.10673 11.97381 21.70984 0.3 0.6 -0.1
H 10.53154 13.36450 20.62099 0.1 -0.3 0.4
H 15.48710 12.88879 18.79085 -0.4 0.6 0.6
H 15.60580 13.82440 20.31877 1.0 0.6 0.4
H 14.53686 14.42713 18.99167 0.6 -0.5 0.7
H 12.78142 13.78502 17.79244 0.0 0.2 -0.4
C 21.42836 23.73290 15.96970 1.4 1.9 0.0
C 20.03501 23.21209 15.76666 -0.2 -0.2 0.6
C 19.40843 22.64792 17.06988 -1.1 0.2 -0.5
C 19.02010 23.73931 18.05310 0.6 -0.2 -0.5
C 17.99371 24.67438 17.39543 1.7 -0.2 -1.0
C 18.53924 25.24678 16.06442 2.9 0.0 0.2
N 19.10987 24.20511 15.17292 -0.9 -1.1 0.0
O 19.75953 24.91874 14.14237 1.9 0.3 1.2
C 17.49077 25.87726 15.25393 -0.8 -0.2 -1.0
C 19.66722 26.30968 16.28840 -0.2 -0.5 2.1
C 20.18026 22.02009 14.85859 0.9 -0.5 -0.4
H 21.55942 24.56585 16.72398 -0.3 -1.3 -0.4
H 21.77709 24.23294 15.02266 -0.3 -0.8 0.8
H 22.09163 22.88543 16.18358 0.0 0.4 0.1
H 18.50166 22.08661 16.77609 0.1 0.2 0.0
H 20.03897 21.86850 17.48621 0.5 0.2 0.1
H 19.93737 24.27159 18.27285 0.3 0.7 -0.3
H 18.88084 23.37078 19.06149 -1.2 -0.3 0.2
H 17.88515 25.54450 17.97402 -0.5 1.1 1.1
H 17.02268 24.30128 17.15051 -0.7 -0.9 0.3
H 16.72890 26.27140 15.88613 -0.3 1.5 0.3
H 17.94126 26.47735 14.45029 -0.6 0.4 0.6
H 16.94486 25.08869 14.78098 -0.4 -0.8 -0.7
H 19.23391 27.27619 16.30505 -0.6 1.1 0.3
H 20.19461 26.16755 17.26064 -0.3 0.1 -0.6
H 20.38755 26.37157 15.50885 0.5 -0.4 -0.5
H 19.27745 21.78820 14.33389 -0.7 -0.4 -0.1
H 20.54165 21.14503 15.45256 -0.3 0.5 -0.7
H 20.89834 22.25383 14.06849 0.1 -0.2 0.0
H 19.34498 24.84242 13.30978 -1.4 -0.8 -1.0
C 14.97332 20.42188 12.55838 0.4 0.8 1.0
C 16.57337 20.53000 12.51499 -0.9 0.1 -1.3
C 17.07965 19.88875 11.20103 0.6 -1.2 0.5
C 16.92032 20.71414 9.92503 0.8 0.3 0.4
C 17.63336 22.03920 10.19735 -1.6 0.7 0.8
C 17.03350 22.80753 11.43416 1.1 -1.8 0.8
N 17.22209 21.84281 12.57720 -0.5 0.5 1.0
O 16.79313 22.40846 13.87188 0.4 0.5 -1.0
C 17.89831 24.01463 11.79224 -0.4 -0.9 0.0
C 15.62925 23.26800 11.18926 -0.1 -0.1 -1.2
C 17.07940 19.77044 13.72457 -0.4 -1.1 1.0
H 14.76346 19.42390 12.94245 -0.1 -0.1 -0.1
H 14.35102 20.56681 11.65085 0.8 0.0 0.3
H 14.60589 21.11522 13.35390 0.2 -0.3 -0.7
H 18.11060 19.55952 11.42552 0.0 0.6 -0.5
H 16.58923 18.93145 11.09962 -0.5 -0.4 -0.1
H 15.85894 20.79399 9.68238 0.0 0.4 0.1
H 17.39422 20.30706 9.01606 -0.1 -0.4 0.6
H 17.57724 22.69231 9.33615 0.1 0.3 -0.3
H 18.66018 21.84632 10.43692 0.7 -0.2 0.0
H 17.33200 24.47484 12.60071 0.6 0.3 0.3
H 18.92318 23.67341 12.09504 -0.9 0.4 -0.5
H 17.86314 24.67154 10.93662 0.5 0.4 -0.2
H 14.92252 22.48759 10.89768 0.1 0.1 0.5
H 15.26774 23.92824 11.95161 -0.4 0.0 0.6
H 15.73745 23.85292 10.28954 -0.3 0.6 -0.5
H 16.74526 18.69680 13.64506 0.4 1.0 0.1
H 16.66381 20.21413 14.66260 0.0 -0.5 -0.8
H 18.16628 19.81644 13.88360 -0.2 -0.1 -0.5
H 17.62662 22.64702 14.33989 -0.5 0.1 -0.5
C 11.87259 15.85114 24.15720 -0.4 0.0 1.0
C 11.57924 17.32178 23.86519 -1.2 0.8 -0.9
C 10.53419 17.86489 24.89018 3.2 1.1 0.5
C 10.50528 19.40625 24.77079 -1.8 0.4 1.2
C 11.85472 20.04627 24.97430 0.6 0.1 -1.0
C 12.97918 19.49766 24.03762 -0.6 1.3 1.6
N 12.83856 18.02114 24.02594 1.7 1.0 -0.7
O 13.69038 17.51452 22.94053 0.6 0.2 0.8
C 13.05336 20.32649 22.71611 -0.2 0.2 1.3
C 14.34113 19.78060 24.76633 -0.4 -0.9 0.9
C 11.12833 17.46310 22.36512 -2.0 0.4 1.7
H 12.14641 15.44576 23.21693 0.3 -1.0 -0.8
H 10.98553 15.33351 24.57918 0.4 0.2 -0.5
H 12.71596 15.69660 24.85840 -0.6 0.4 -0.2
H 9.63349 17.30582 24.82584 -1.0 -0.1 -0.3
H 11.01168 17.62933 25.87414 -0.5 0.1 -0.4
H 9.82587 19.91808 25.52349 0.5 -1.0 -0.5
H 10.04827 19.69960 23.83639 0.1 0.1 -0.6
H 12.20132 19.91085 25.97082 0.1 -0.6 1.1
H 11.79794 21.14631 24.90851 0.0 -0.4 -0.4
H 12.36821 20.17438 21.91795 -0.8 -0.7 -0.5
H 12.94781 21.40149 22.94872 0.2 -0.5 0.2
H 14.04459 20.18788 22.37020 1.0 0.1 -0.9
H 14.59293 20.81782 25.03750 -0.7 -0.2 -0.2
H 14.46897 19.12583 25.67656 -0.5 0.7 -0.8
H 15.11262 19.47216 24.10809 1.0 -0.3 -0.7
H 11.96339 17.33664 21.75458 1.1 -0.3 -1.1
H 10.58286 18.38400 22.07654 0.5 -0.1 0.5
H 10.42233 16.67447 22.18734 -0.4 -0.6 -0.3
H 13.93682 18.26586 22.36408 -0.4 -0.4 0.1
C 7.42432 19.91312 19.53029 0.6 1.2 0.5
C 8.64841 20.82036 19.09543 -0.1 -1.3 0.8
C 8.16851 21.66619 17.90393 1.5 -1.2 -1.3
C 9.19593 22.72405 17.48403 -0.2 -1.0 2.7
C 9.34130 23.61934 18.74685 0.9 -0.2 -1.9
C 9.85864 22.83169 19.90270 1.4 -1.2 1.4
N 8.96253 21.70764 20.25556 -1.4 0.8 -2.3
O 9.51504 20.95490 21.28024 -0.6 -0.3 1.7
C 11.32615 22.29566 19.72571 0.2 2.0 -1.6
C 9.92583 23.74954 21.09109 0.9 1.7 -0.1
C 9.80007 19.82349 18.78172 -1.0 -0.9 -0.6
H 7.18692 19.05984 18.84417 0.2 0.9 0.7
H 6.68193 20.68773 19.61800 -1.2 -0.1 -0.6
H 7.46888 19.66155 20.60418 0.6 -0.8 -0.6
H 8.09696 20.97861 17.04276 -0.3 -0.1 0.3
H 7.18210 22.04023 18.05559 -0.7 0.6 0.4
H 8.86445 23.26311 16.63607 -0.1 0.5 -1.0
H 10.13025 22.13723 17.32538 -0.5 0.9 -0.3
H 8.39866 24.09271 19.02324 0.0 0.1 -0.2
H 10.11558 24.37799 18.54176 -0.5 0.1 0.2
H 12.04640 22.96285 20.19825 -0.1 0.4 -0.1
H 11.48610 21.40556 20.23868 -0.1 -1.8 0.7
H 11.67792 22.18368 18.67578 -0.4 0.0 0.6
H 10.70484 23.46292 21.77819 -0.4 -0.6 0.9
H 10.33014 24.71982 20.77180 0.1 -0.1 -0.4
H 8.99047 24.07070 21.51053 -0.6 -0.6 0.5
H 9.42274 19.22037 17.92006 0.2 0.0 0.8
H 9.94778 19.18442 19.68511 0.0 0.4 -0.8
H 10.74842 20.17344 18.41567 0.3 0.6 0.2
H 8.80252 21.00361 21.96310 1.1 -0.1 -0.6
C 16.55064 16.72853 20.39050 -0.3 1.1 -1.7
C 16.47399 18.27997 20.15695 1.8 -0.7 -0.5
C 17.75832 18.63548 19.31502 0.2 -0.7 0.4
C 17.72232 20.09626 18.98594 0.3 1.2 -0.7
C 16.55782 20.31976 18.01224 -0.2 0.3 2.6
C 15.22865 19.95632 18.72344 1.5 1.3 1.1
N 15.30316 18.58992 19.32427 2.2 1.0 -1.3
O 14.21542 18.43210 20.11053 -2.0 -0.2 2.0
C 15.01016 21.14675 19.78323 -1.8 -0.8 -0.5
C 14.06964 19.97143 17.77379 -1.6 0.5 -0.1
C 16.61434 18.93900 21.55340 -1.2 -0.9 0.1
H 15.77070 16.30558 21.02951 -0.1 0.0 -0.5
H 17.49157 16.55476 20.83583 1.1 -0.2 0.9
H 16.70047 16.29533 19.36597 -0.8 -0.1 0.9
H 18.66692 18.45070 19.95779 -0.9 -0.3 -0.7
H 17.81687 18.02761 18.34664 -0.1 0.7 1.3
H 18.66876 20.44948 18.51545 -0.6 -0.4 0.3
H 17.57229 20.74829 19.87126 0.2 -0.5 -0.2
H 16.81108 19.77687 17.15174 -0.2 -0.6 -1.6
H 16.45155 21.38168 17.89012 0.2 0.5 -1.0
H 14.91786 22.08280 19.21639 -0.1 -0.2 0.0
H 14.01521 20.96105 20.26342 0.8 0.3 -0.3
H 15.70160 21.33401 20.59853 0.3 -0.4 -0.2
H 13.99886 20.85808 17.12427 0.3 -0.1 0.4
H 14.10440 19.12940 17.11676 0.2 -0.7 -0.6
H 13.07816 19.90128 18.28984 0.8 0.1 -0.2
H 15.93132 18.32020 22.20234 0.9 1.1 -0.1
H 16.50027 20.01456 21.68526 -0.6 -0.2 -0.2
H 17.64443 18.80205 21.82618 0.4 -0.6 0.5
H 13.53380 18.10199 19.53154 -0.8 -0.6 0.0
O 20.34857 18.42966 16.09409 0.9 0.1 1.1
H 20.53331 18.19473 17.02896 -0.2 0.2 -0.9
H 19.43770 18.17085 15.97109 -0.9 -0.3 -0.2
O 12.09339 16.54462 19.18530 -1.1 -0.6 -0.4
H 11.14412 16.61744 18.90751 1.3 0.0 0.4
H 12.21773 15.57386 19.33384 -0.1 0.6 -0.2
O 15.06306 15.06173 24.28184 0.6 -0.7 0.2
H 14.92793 16.00751 24.26450 -0.4 0.4 -0.3
H 14.24169 14.65168 24.00351 -0.1 0.3 0.0
O 15.00452 16.83735 14.68130 -0.4 0.0 0.1
H 14.66573 16.85955 15.61809 0.3 -0.7 -1.1
H 14.81481 15.99533 14.21836 0.0 0.7 0.9
O 14.57650 16.42481 17.52320 -1.2 -1.4 -1.3
H 14.94736 17.12869 18.03432 0.8 1.4 1.1
H 13.63239 16.38690 17.76140 0.3 0.1 0.1
O 16.88617 14.64240 16.53854 -0.4 -0.1 -0.4
H 17.06061 14.30727 17.40884 0.6 -0.4 0.7
H 16.01788 15.03058 16.68949 -0.3 0.5 -0.2
O 17.53632 17.28920 15.91659 -0.2 1.1 -0.5
H 17.58901 16.39184 15.58032 0.0 -0.4 0.2
H 16.86135 17.70179 15.33379 0.5 -0.4 0.5